[1]
DFT (the ωB97M-V functional and the def2-TZVPD basis) results for a structure of composition C15H30N5O2ReSi at a distorted geometry.

```
54
C15H30N5O2ReSi | OMol25 | the ωB97M-V functional and the def2-TZVPD basis
Re 0.4432 -0.8013 0.5073
C 0.9195 -2.9152 -0.1815
C 1.6305 -2.2954 -1.2344
C 0.9330 -1.6407 -2.2562
C -0.4678 -1.6222 -2.2708
C -1.1864 -2.2155 -1.2364
C -0.5037 -2.8288 -0.1565
H 1.4353 -3.5845 0.5021
H 2.7042 -2.4264 -1.3121
H 1.4819 -1.2282 -3.0923
H -0.9861 -1.1995 -3.1194
H -2.2642 -2.2755 -1.2849
H -1.0621 -3.4324 0.5524
C 3.1171 0.6717 0.5185
O 1.7602 0.9919 0.8977
C 1.5309 2.4082 0.8951
C 0.1935 2.7805 1.5157
O -0.9620 2.1233 0.9082
C -2.1684 2.6039 1.5458
H 3.8316 1.1585 1.1871
H 3.3265 0.9792 -0.5088
H 3.2394 -0.4077 0.6262
H 1.6229 2.8096 -0.1206
H 2.3002 2.8836 1.5170
H 0.0803 3.8681 1.4711
H 0.1732 2.4541 2.5606
H -2.3176 3.6651 1.3552
H -2.0920 2.4452 2.6189
H -3.0088 2.0419 1.1456
C -1.6857 3.1383 -3.3206
Si -1.7615 3.8547 -1.5594
C -0.5840 5.3058 -1.2432
C -3.5829 4.1279 -1.0690
C -1.0961 2.2096 -0.5682
H -2.0460 3.8873 -4.0177
H -2.3206 2.2640 -3.4290
H -0.6774 2.8743 -3.6227
H -0.9168 6.1378 -1.8636
H 0.4447 5.1099 -1.5387
H -0.5768 5.6831 -0.2220
H -4.0917 4.5920 -1.9103
H -3.7131 4.8056 -0.2284
H -4.1268 3.2121 -0.8559
H -0.1342 1.9027 -0.9769
H -1.8064 1.4131 -0.7950
N -3.7447 -0.6298 3.5357
N -2.4558 -0.6622 3.2636
N -1.5360 -0.5885 4.1905
C -0.4057 -0.5420 3.5219
N -0.6486 -0.5756 2.1929
N -1.9711 -0.6588 2.0541
H -3.9882 -0.8064 4.5059
H -4.3761 -0.9706 2.8224
H 0.5579 -0.5099 3.9923
```

As for the spin multiplicity: 4. The HOMO energy (spin up / spin down) is -18.128 / -17.805 eV. The value obtained for the total energy is -37561.718 eV. As for the total charge: +3.

Here are the Löwdin charges for atoms 1 to 2, given in e: 1.419 -0.187

=====

[2]
DFT (the ωB97M-V functional and the def2-TZVPD basis) results for a cluster of 5 separate species, C15H31BCl8N3O2 in total at a distorted geometry.

```
60
C15H31BCl8N3O2 | OMol25 | the ωB97M-V functional and the def2-TZVPD basis
N 2.2817 -1.4398 -2.0329
B 2.9176 -0.7471 -0.8925
O 2.9988 -1.4867 0.3288
C 3.4574 0.7667 -0.9443
C 4.8230 1.1987 -0.7931
N 4.8068 2.6028 -0.9568
C 3.5117 3.0115 -1.1752
N 2.6905 1.9262 -1.1709
C 1.2481 2.1180 -1.4296
C 0.2871 1.4133 -0.3952
C -0.6488 0.4179 -1.2403
C -1.7093 -0.3351 -0.3514
O -1.6159 -1.7709 -0.5251
H 3.0406 -1.9449 -2.5180
H 1.7029 -2.1845 -1.6162
H 3.9118 -1.8325 0.3795
H 5.7268 0.5762 -0.6249
H 5.6149 3.2230 -0.9372
H 3.1969 4.0626 -1.3599
H 1.0568 3.2295 -1.3774
H 0.9372 1.8216 -2.4733
H -0.4103 2.1041 0.1412
H 0.8314 0.8245 0.4005
H -1.1688 1.0878 -1.9878
H 0.0553 -0.2530 -1.8014
H -2.7219 -0.0574 -0.7667
H -1.7227 -0.0288 0.7219
H -0.7755 -1.9891 -0.9552
Cl -4.9270 -0.3462 3.8303
C -5.6818 0.0397 2.2651
C -4.6703 0.1028 1.1446
Cl -3.5742 1.5016 1.3063
H -6.2214 0.9803 2.3729
H -6.4079 -0.7486 2.0620
H -5.1838 0.2118 0.1885
H -4.0618 -0.8011 1.1035
Cl 7.4882 -3.9023 1.5070
C 6.2581 -4.5857 0.4176
C 6.3822 -4.0481 -0.9900
Cl 5.9521 -2.3162 -1.0900
H 5.2762 -4.3769 0.8424
H 6.4043 -5.6664 0.4124
H 5.7001 -4.5822 -1.6519
H 7.3935 -4.1659 -1.3770
Cl 0.3773 5.2581 0.4191
C 0.0191 6.6625 -0.6206
C 0.0015 6.2943 -2.0862
Cl 1.6260 5.8710 -2.6892
H 0.7565 7.4362 -0.4097
H -0.9612 7.0355 -0.3219
H -0.3449 7.1420 -2.6776
H -0.6615 5.4515 -2.2796
Cl -8.3487 -2.9052 3.6161
C -7.6508 -4.4911 3.2011
C -6.1470 -4.4318 3.0604
Cl -5.6453 -3.4930 1.6323
H -8.1258 -4.8405 2.2850
H -7.9191 -5.1755 4.0069
H -5.7469 -5.4384 2.9349
H -5.6798 -3.9868 3.9385
```

The HOMO energy is -12.039 eV. The value obtained for the total energy is -125475.101 eV. As for the total charge: +1.

Here are the Löwdin charges for atoms 1 to 2, given in e: 0.144 -0.543

=====

[3]
DFT (the ωB97M-V functional and the def2-TZVPD basis) results for a structure of composition C15H31Br4N3OV at a distorted geometry.

```
55
C15H31Br4N3OV | OMol25 | the ωB97M-V functional and the def2-TZVPD basis
O -1.1316 -2.3802 1.1000
V -2.5170 -2.6847 1.7683
C 4.0943 -4.4119 -5.1756
C 2.7720 -5.0895 -5.4454
N 1.8200 -4.9619 -4.3388
C 0.7212 -5.7576 -4.1616
C -0.0314 -5.1900 -3.2043
N 0.6129 -4.0363 -2.8440
C 1.7177 -3.9166 -3.5368
C 0.0409 -3.0302 -1.9409
H 4.2731 -4.3420 -4.0995
H 4.1921 -3.4269 -5.6243
H 4.9352 -5.0187 -5.5083
H 2.9181 -6.1583 -5.6033
H 2.2575 -4.7428 -6.3417
H 0.6143 -6.6650 -4.7285
H -0.9913 -5.4619 -2.8045
H 2.3246 -3.0300 -3.5170
H -1.0403 -3.1267 -1.9396
H 0.2616 -2.0304 -2.3113
H 0.4858 -3.1119 -0.9526
C 0.4490 0.2949 -0.6112
C 0.0714 1.7502 -0.3905
C -0.2183 2.1066 1.0563
C -0.1743 3.5577 1.4433
N -0.5111 3.7907 2.9070
C -2.0266 3.6658 3.1681
C -2.4702 4.9998 3.7540
C -1.4061 6.0188 3.3455
C -0.1143 5.2094 3.2663
C 0.1988 2.8281 3.8030
H -0.4748 -0.2902 -0.5625
H 1.1466 -0.0705 0.1399
H 0.8886 0.2085 -1.6062
H -0.6860 2.0969 -1.0975
H 0.9395 2.3647 -0.7026
H 0.5162 1.5557 1.6472
H -1.1724 1.6658 1.3466
H -0.9223 4.1475 0.9138
H 0.8394 3.9267 1.2890
H -2.1780 2.7935 3.7943
H -2.4919 3.5514 2.1927
H -2.6077 4.9416 4.8345
H -3.4243 5.3594 3.3696
H -1.3363 6.8310 4.0640
H -1.5784 6.4218 2.3471
H 0.4516 5.1950 4.1947
H 0.5291 5.6083 2.4870
H 1.2735 2.9552 3.6858
H -0.0757 1.8220 3.4920
H -0.1173 2.9571 4.8335
Br -4.9000 -3.6740 2.5283
Br -2.3099 -0.3779 3.2903
Br -0.9016 -4.3614 3.3557
Br -3.5360 -1.2768 -0.3692
```

As for the spin multiplicity: 2. The HOMO energy (spin up / spin down) is -6.474 / -6.473 eV. The value obtained for the total energy is -328434.298 eV.

Here are the Löwdin charges for atoms 1 to 2, given in e: -0.623 -0.042

=====

[4]
DFT (the ωB97M-V functional and the def2-TZVPD basis) results for a structure of composition C15H31BrP2Zr at a distorted geometry.

```
50
C15H31BrP2Zr | OMol25 | the ωB97M-V functional and the def2-TZVPD basis
P 0.5477 -1.9713 -0.6531
P 0.5655 1.7164 -0.3773
C 0.3748 -0.7565 -1.9562
C 1.2480 0.4752 -1.6883
H -0.6790 -0.4587 -2.0422
H 0.6736 -1.1931 -2.9275
H 2.3222 0.2261 -1.5775
H 1.1932 1.1360 -2.5641
C -0.6761 2.5032 -1.5642
H -0.8985 3.5867 -1.4345
H -1.5977 1.9169 -1.7246
H -0.1592 2.5423 -2.5361
C 1.7070 3.1051 -0.2758
H 1.6508 3.6415 -1.2256
H 2.7624 2.8632 -0.0908
H 1.3434 3.7729 0.5042
C -0.3561 -3.2874 -1.7384
H -0.3544 -4.2702 -1.2522
H 0.1574 -3.4021 -2.6996
H -1.4023 -3.0125 -1.9401
C 2.1995 -2.7300 -0.9498
H 2.9904 -1.9677 -0.8868
H 2.1896 -3.2009 -1.9464
H 2.3950 -3.5038 -0.1977
Zr 2.2386 0.3042 0.8142
C -2.0986 2.8236 0.1008
C -2.7852 1.8471 0.6164
C -2.6401 0.4144 0.0747
C -3.3224 -0.5906 1.0417
C -2.9544 -2.0644 0.7151
C -1.8292 -2.6173 0.2782
C 0.2998 1.2482 1.4019
C 1.1464 1.8059 2.3899
C 2.3027 -1.1125 2.6515
H -1.7704 3.8341 0.4112
H -3.4860 1.9554 1.4551
H -1.5832 0.1279 -0.1164
H -3.1248 0.2963 -0.9254
H -3.0306 -0.3135 2.0796
H -4.4164 -0.4901 0.9918
H -3.7718 -2.7237 1.0102
H -1.6431 -3.6932 0.1831
H -0.5089 0.5548 1.6992
H 0.9192 -1.0480 0.7275
H 1.1649 1.3330 3.3694
H 1.2274 2.8912 2.4677
H 3.1786 -0.9105 3.2852
H 2.4041 -2.1759 2.4349
H 1.4247 -1.0696 3.3442
Br 4.4612 1.6418 1.2431
```

The HOMO energy (spin up / spin down) is -13.747 / -13.767 eV. The value obtained for the total energy is -105929.621 eV. As for the total charge: +2.

Here are the Löwdin charges for atoms 1 to 2, given in e: 0.859 0.798